[1]
Below is C36H32N9O7SSe2Ta as an isolated structure, with properties calculated with ωB97M-V/def2-TZVPD.

Output
E_HOMO: -0.45886 Ha
lowest unoccupied orbital energy: -5.97 eV
ΔE to the lowest compared entry with this formula, charge and spin: 112.0 kJ/mol
2S+1: 1
DFT total energy: -7668.077306 Eh
net charge: +2

Structure (XYZ):
```
88
Properties=species:S:1:pos:R:3:forces:R:3:lowdin_charge:R:1
Ta 0.906221 -0.585274 0.000938 0.4 0.1 0.3 1.868
Se 4.799602 0.182572 0.941907 0.0 0.1 0.0 0.844
Se 3.433451 -1.662738 1.231688 0.1 -0.2 -0.1 0.779
C 2.512875 -1.089427 2.792788 -0.1 0.0 -0.1 -0.629
C 2.960401 -1.217095 4.090739 0.0 0.0 0.0 -0.048
C 2.133169 -0.736748 5.096097 0.0 0.0 0.0 -0.007
C 0.920202 -0.162683 4.749406 0.0 0.0 0.0 0.003
C 0.561067 -0.083030 3.415372 0.0 0.0 0.0 -0.071
N 1.347730 -0.552890 2.442469 0.0 0.1 0.1 -0.072
C 4.202375 0.629126 -0.814212 0.1 0.0 0.0 -0.662
C 5.216273 1.169177 -1.595067 0.0 0.0 0.0 -0.096
C 4.928372 1.602790 -2.872293 0.1 0.0 0.0 -0.007
C 3.634358 1.442921 -3.333697 -0.1 0.0 0.0 -0.011
C 2.692875 0.883294 -2.496713 0.1 0.0 0.0 -0.132
N 2.937970 0.479674 -1.231676 -0.1 0.0 0.1 -0.037
H 3.919316 -1.666715 4.306164 0.0 0.0 0.0 0.124
H 2.434278 -0.808117 6.132398 0.0 0.0 0.0 0.130
H 0.252125 0.226932 5.503796 0.0 0.0 0.0 0.126
H -0.369359 0.376349 3.115727 0.0 0.0 0.0 0.113
H 6.218370 1.240378 -1.195562 0.0 0.0 0.0 0.112
H 5.697541 2.041211 -3.492932 0.0 0.0 0.0 0.132
H 3.340110 1.755788 -4.324656 0.0 0.0 0.0 0.125
H 1.676377 0.787589 -2.838172 0.0 0.0 0.0 0.101
S -4.907128 -3.815401 3.663890 0.0 0.0 -0.1 1.084
N -4.639851 -2.303516 3.190184 0.1 0.0 0.0 -0.202
C -3.452017 -2.290407 2.589663 -0.1 0.0 0.0 -0.296
C -2.813288 -1.138294 2.014139 -0.1 0.1 0.1 -0.072
C -3.389854 0.192051 2.083432 0.1 0.0 0.0 0.011
C -2.733650 1.229933 1.570929 0.0 -0.1 0.0 -0.021
C -1.442048 1.115507 0.805450 -0.2 -0.2 0.0 -0.225
N -0.884143 -0.265746 0.826358 -0.1 0.1 0.0 -0.115
C -1.601498 -1.301697 1.410736 0.0 0.0 -0.1 -0.171
C -0.946595 -2.579734 1.414384 0.0 0.0 0.0 -0.128
N 0.294416 -2.611780 0.870526 -0.1 0.2 -0.1 -0.021
C 0.942640 -3.777159 0.840577 0.0 -0.1 0.0 -0.141
C 0.418737 -4.954329 1.351206 0.0 0.1 0.0 -0.004
C -0.836868 -4.929616 1.925377 0.0 0.0 0.0 0.056
C -1.535613 -3.728047 1.964535 -0.1 -0.1 0.0 -0.061
C -2.839412 -3.567821 2.558265 0.0 0.0 0.0 -0.303
N -3.565940 -4.521132 3.129347 0.1 0.0 0.0 -0.203
H -4.353132 0.312722 2.558730 0.0 0.0 0.0 0.125
H -3.189377 2.207130 1.607551 0.0 -0.1 0.0 0.105
H -1.714010 1.348958 -0.238597 0.0 0.0 0.0 0.158
H 1.929703 -3.780434 0.402186 0.0 0.0 0.0 0.058
H 0.999677 -5.863178 1.298754 0.0 0.0 0.0 0.124
H -1.286447 -5.818937 2.347339 0.0 0.0 0.0 0.138
N 3.467163 -2.437991 -1.610260 0.0 0.1 0.0 -0.039
N 2.061834 -2.090547 -1.613293 -0.1 -0.2 -0.1 -0.140
H 3.780574 -2.603814 -2.564391 -0.1 0.0 0.1 0.106
H 3.579235 -3.320185 -1.121930 0.0 0.0 0.0 0.062
H 1.469207 -2.910594 -1.744992 0.0 0.0 0.0 0.100
H 1.906605 -1.548012 -2.459487 0.0 0.1 0.0 0.086
O 2.093440 2.194932 0.863909 -0.1 0.0 0.1 -0.054
N 2.370313 3.097009 -0.182627 0.1 -0.2 0.0 -0.425
O 3.456210 3.575153 -0.087659 0.2 0.1 0.0 0.149
O 1.530900 3.250158 -1.016483 -0.2 0.1 -0.2 0.127
O -0.379817 -1.576319 -1.522929 -0.1 0.0 -0.1 -0.097
C -0.580533 -0.462772 -2.112894 -0.1 -0.2 0.0 -0.521
O 0.111931 0.503802 -1.606017 0.0 0.0 -0.1 -0.171
C -1.468703 -0.277660 -3.227133 0.0 0.0 -0.1 -0.142
C -1.593942 0.995400 -3.789503 0.0 0.0 0.0 0.012
C -2.430332 1.219239 -4.876725 0.0 0.0 0.0 0.050
C -3.117513 0.125780 -5.358332 0.0 0.0 0.0 -0.192
O -3.974353 0.089517 -6.385625 0.0 0.0 0.0 0.079
C -4.431420 -1.269243 -6.505169 0.0 0.0 -0.1 -0.074
O -3.783899 -2.019199 -5.472993 0.0 0.0 0.0 0.059
C -2.995208 -1.149616 -4.797414 0.0 0.0 0.0 -0.195
C -2.182426 -1.390565 -3.732086 0.0 0.0 0.0 0.096
H -1.036022 1.817252 -3.361347 0.0 0.0 0.0 0.127
H -2.545345 2.194775 -5.324471 0.0 0.0 0.0 0.134
H -4.141720 -1.658322 -7.480686 0.0 0.0 0.0 0.148
H -5.510537 -1.296594 -6.359399 0.0 0.0 0.0 0.148
H -2.088091 -2.371118 -3.289369 0.0 0.0 0.0 0.138
C -1.106637 3.296765 3.119680 0.0 0.0 0.0 -0.027
C -0.567284 3.458760 1.682992 0.0 0.0 0.0 -0.500
C -1.569260 4.178639 0.763265 0.0 0.0 0.0 -0.017
C 0.638048 4.402796 1.825292 0.0 0.0 0.0 -0.038
C -0.280805 2.070905 1.108759 0.0 0.0 0.0 -0.125
C 0.871121 1.510952 0.727054 0.0 -0.1 0.1 -0.241
H -1.460062 4.263884 3.478681 0.0 0.0 0.0 0.101
H -0.296342 2.978988 3.779801 0.0 0.0 0.0 0.089
H -1.923745 2.588731 3.228239 0.0 0.0 0.0 0.064
H -1.785612 5.165928 1.172058 0.0 0.0 0.0 0.101
H -2.519966 3.663815 0.637686 0.0 0.0 0.0 0.070
H -1.129399 4.314518 -0.225990 0.0 0.0 0.0 0.095
H 0.292297 5.287899 2.360155 0.0 0.0 0.0 0.101
H 1.010793 4.756687 0.867347 0.0 0.0 0.0 0.081
H 1.449302 3.968112 2.404819 0.0 0.0 0.0 0.094
```
Forces are in eV/Å.


[2]
Below is one molecule with the formula C3H2F2OS at a distorted geometry, with properties calculated with ωB97M-V/def2-TZVPD.

Output
E_HOMO: -0.33481 Ha
lowest unoccupied orbital energy: -0.37 eV
ΔE to the lowest compared entry with this formula, charge and spin: 90.3 kJ/mol
structure (SMILES): OC(=S)/C(F)=C\F
2S+1: 1
DFT total energy: -788.616616 Eh
net charge: 0

Structure (XYZ):
```
9
Properties=species:S:1:pos:R:3:forces:R:3:nbo_charge:R:1
O 1.581864 0.721059 -0.358646 2.0 0.7 -0.1 -0.641
C 1.105269 -0.175057 0.449707 -1.7 -2.0 0.5 0.159
S 1.995944 -1.091941 1.455595 0.0 0.5 -0.2 -0.016
C -0.383620 -0.487975 0.330469 2.6 1.3 0.3 0.235
F -0.892705 -1.337048 1.167459 -0.3 -1.4 1.1 -0.281
C -1.234128 0.120232 -0.433768 -1.6 1.0 -1.4 0.171
F -0.889958 1.109865 -1.297577 0.0 -0.3 0.1 -0.335
H 1.011067 1.252049 -0.904407 -1.0 0.0 -0.2 0.515
H -2.293734 -0.111184 -0.408833 0.1 0.2 -0.2 0.193
```
Forces are in eV/Å.


Please write out number 2 again, unchanged.
Below is one molecule with the formula C3H2F2OS at a distorted geometry, with properties calculated with ωB97M-V/def2-TZVPD.

Output
E_HOMO: -0.33481 Ha
lowest unoccupied orbital energy: -0.37 eV
ΔE to the lowest compared entry with this formula, charge and spin: 90.3 kJ/mol
structure (SMILES): OC(=S)/C(F)=C\F
2S+1: 1
DFT total energy: -788.616616 Eh
net charge: 0

Structure (XYZ):
```
9
Properties=species:S:1:pos:R:3:forces:R:3:nbo_charge:R:1
O 1.581864 0.721059 -0.358646 2.0 0.7 -0.1 -0.641
C 1.105269 -0.175057 0.449707 -1.7 -2.0 0.5 0.159
S 1.995944 -1.091941 1.455595 0.0 0.5 -0.2 -0.016
C -0.383620 -0.487975 0.330469 2.6 1.3 0.3 0.235
F -0.892705 -1.337048 1.167459 -0.3 -1.4 1.1 -0.281
C -1.234128 0.120232 -0.433768 -1.6 1.0 -1.4 0.171
F -0.889958 1.109865 -1.297577 0.0 -0.3 0.1 -0.335
H 1.011067 1.252049 -0.904407 -1.0 0.0 -0.2 0.515
H -2.293734 -0.111184 -0.408833 0.1 0.2 -0.2 0.193
```
Forces are in eV/Å.